33
Properties=species:S:1:pos:R:3:mulliken_charge:R:1 method="wB97M-V/def2-TZVPD" charge=+1 energy_ha=-556.8786 molar_mass_g_mol=182.3 e_above_lowest_ev=5.638
N -1.38514 -1.47988 0.93992 0.12
N 1.71832 -1.77884 0.38530 -0.48
N 0.88093 -1.63224 1.28103 -0.41
C 1.51683 -1.10579 -0.85887 0.94
C -1.20963 1.56077 0.97286 -1.40
C 1.27712 1.27226 1.42628 -1.71
C -0.27371 0.25776 -2.09235 -0.85
C 0.40033 -0.47698 -0.98451 -0.38
C -0.12763 0.62903 1.62719 1.61
C 2.67605 -1.39973 -1.67865 -1.25
C -0.17301 -0.60684 -3.30889 -1.19
C -0.45658 0.35466 3.10608 -1.71
C -0.09123 -0.72592 0.88830 -0.22
H 1.96160 0.61619 1.99880 0.45
H -0.01124 -0.57682 3.17446 0.48
H 0.86532 -0.83964 -3.39327 0.29
H -1.01393 -2.12780 1.78844 0.58
H -2.18419 -0.96680 1.20289 0.35
H 2.41622 -2.43632 -1.95705 0.31
H -0.73545 -1.59503 -3.33668 0.31
H -1.29914 2.37163 1.82734 0.39
H 3.57719 -1.24704 -0.99453 0.30
H -1.49520 0.24489 3.17703 0.47
H 1.56270 1.28697 0.32627 0.22
H 0.29720 1.14558 -2.31425 0.31
H 1.30098 2.16368 1.95150 0.59
H -1.56700 -2.09049 0.16017 0.39
H 2.70100 -0.61778 -2.44149 0.47
H -1.18943 0.62452 -1.82871 0.56
H -0.18790 1.02266 3.89659 0.39
H -2.09432 0.93592 0.77187 0.40
H -0.72567 -0.13713 -4.14052 0.38
H -0.99279 1.99916 0.01555 0.28